{"formula": "C22H56ClN8O13P6S", "method": "ωB97M-V with the def2-TZVPD basis set", "spin_multiplicity": 1, "charge": 1, "max_force_ev_per_a": 7.3, "e_homo_ev": -9.66, "species": ["C", "C", "O", "C", "P", "O", "O", "S", "C", "P", "O", "O", "P", "O", "Cl", "O", "C", "C", "N", "C", "C", "C", "O", "C", "N", "C", "O", "P", "N", "N", "C", "C", "C", "C", "C", "N", "P", "O", "O", "O", "H", "H", "H", "H", "H", "H", "H", "H", "H", "H", "H", "H", "H", "H", "H", "H", "H", "H", "H", "H", "H", "H", "H", "H", "H", "H", "H", "H", "H", "H", "H", "H", "H", "H", "H", "H", "H", "H", "O", "P", "N", "C", "C", "N", "C", "C", "N", "C", "C", "H", "H", "H", "H", "H", "H", "H", "H", "H", "H", "H", "H", "H", "H", "H", "H", "H", "H"], "coordinates": [[1.52, -1.22, 2.18], [0.76, -0.27, 1.20], [1.01, -0.13, -0.17], [0.71, -0.64, -1.41], [0.60, -2.52, -1.02], [1.95, -3.13, -0.27], [0.26, -3.50, -2.30], [-0.74, -3.02, 0.33], [2.14, -0.31, -2.13], [3.44, -1.69, -2.38], [4.69, -0.96, -3.23], [3.00, -3.07, -3.17], [3.37, 0.85, -1.10], [3.87, -0.07, 0.23], [2.43, 2.55, -0.32], [2.17, 0.50, -3.30], [1.06, 0.36, -4.24], [1.58, 1.45, -5.29], [1.02, 1.39, -6.64], [1.16, -1.06, -4.83], [0.48, -1.59, -6.11], [1.34, -2.79, -6.67], [2.58, -2.34, -7.21], [-0.17, 0.85, -3.34], [0.37, 2.10, -2.68], [-0.19, 3.19, -2.89], [-0.85, 4.15, -2.84], [-1.45, 1.48, -4.55], [-2.08, 0.43, -5.59], [-0.53, -0.03, -2.15], [-1.54, -1.11, -2.55], [-3.02, -0.88, -2.98], [-4.14, -1.56, -2.08], [-5.31, -2.06, -2.98], [-6.34, -0.96, -3.47], [-6.02, 0.43, -3.18], [-1.54, 0.92, -0.95], [-2.58, 1.76, -1.57], [-2.35, -0.13, 0.03], [-0.74, 2.07, -0.08], [1.77, -0.71, 3.14], [2.46, -1.67, 1.81], [0.86, -2.07, 2.47], [-0.32, -0.47, 1.44], [0.89, 0.74, 1.68], [2.08, -4.06, -0.53], [0.88, -4.25, -2.32], [5.38, -0.71, -2.60], [3.28, -3.16, -4.10], [4.61, 0.44, 0.62], [2.68, 1.24, -5.39], [1.52, 2.49, -4.91], [1.72, 1.09, -7.31], [0.71, 2.32, -6.92], [2.27, -1.22, -4.98], [0.94, -1.82, -4.02], [-0.51, -2.06, -5.84], [0.29, -0.92, -6.96], [1.46, -3.57, -5.88], [0.71, -3.25, -7.47], [3.24, -3.02, -7.01], [-0.91, 2.48, -5.42], [-2.60, 2.11, -3.97], [-1.68, -0.47, -5.34], [-1.75, -1.85, -1.74], [-1.05, -1.71, -3.36], [-3.42, 0.13, -3.19], [-3.17, -1.40, -3.96], [-3.76, -2.45, -1.51], [-4.45, -0.81, -1.31], [-4.88, -2.65, -3.82], [-5.90, -2.80, -2.37], [-6.40, -1.05, -4.59], [-7.36, -1.21, -3.09], [-5.35, 0.85, -3.82], [-5.79, 0.61, -2.20], [-2.41, 0.25, 0.93], [-0.87, 1.95, 0.88], [0.09, 0.56, 5.45], [0.79, 1.51, 6.42], [1.64, 0.24, 7.24], [1.03, -0.64, 8.22], [2.50, -0.53, 6.36], [-0.64, 2.05, 7.21], [-1.11, 1.59, 8.50], [-1.77, 2.34, 6.33], [1.68, 2.63, 7.44], [2.92, 2.36, 8.16], [1.34, 4.05, 7.39], [1.75, -1.38, 8.57], [0.16, -1.17, 7.82], [0.76, -0.10, 9.12], [3.06, 0.13, 5.69], [1.93, -1.24, 5.74], [3.25, -1.10, 6.93], [-1.45, 0.55, 8.47], [-1.96, 2.20, 8.83], [-0.35, 1.72, 9.26], [-2.33, 1.43, 6.07], [-1.43, 2.80, 5.40], [-2.45, 3.05, 6.80], [2.72, 1.79, 9.07], [3.42, 3.28, 8.46], [3.63, 1.81, 7.54], [0.90, 4.36, 8.35], [0.63, 4.27, 6.60], [2.22, 4.67, 7.20]]}